[1]
{"formula": "C5H7O5S2", "method": "the ωB97M-V functional and the def2-TZVPD basis", "species": ["C", "C", "C", "C", "C", "O", "O", "O", "O", "O", "S", "S", "H", "H", "H", "H", "H", "H", "H"], "coordinates": [[1.4697, -1.2816, -0.5721], [0.0374, -0.7882, -0.1797], [0.0607, 0.1254, 1.0016], [-0.6984, -0.2745, -1.3844], [-1.6799, 1.2042, 1.0716], [2.5959, 1.9539, 0.7263], [1.7855, -2.4353, -0.7983], [2.2691, -0.2811, -0.6982], [1.4178, 2.0432, -1.2993], [0.6326, 0.0022, 2.0564], [-0.8103, -2.3171, 0.5229], [1.5435, 1.3450, -0.0577], [-1.6700, 0.1273, -1.0895], [-0.9646, -1.1770, -2.0160], [-0.0934, 0.4358, -1.9248], [-2.3227, 0.4484, 0.8145], [-2.0746, 2.1026, 0.4546], [-1.7177, 1.5218, 2.0851], [0.2197, -2.7550, 1.2870]], "mulliken_charge": [0.418, 0.535, 0.645, -1.397, -1.229, -0.674, -0.632, -0.442, -0.633, -0.575, -0.242, 0.955, 0.331, 0.390, 0.323, 0.415, 0.257, 0.387, 0.168], "gap_ev": 8.5, "e_homo_ha": -0.199, "total_energy_ev": -37205.78435, "fmax_ev_per_a": 3.45, "molar_mass_g_mol": 211.240, "charge": -1, "e_above_lowest_ev": 1.859}

=====

[2]
{"formula": "C22H49N2OP3SY", "method": "the ωB97M-V functional and the def2-TZVPD basis", "species": ["Y", "P", "P", "P", "H", "C", "C", "H", "C", "C", "C", "C", "C", "C", "C", "C", "C", "H", "H", "H", "H", "H", "H", "H", "H", "H", "H", "H", "H", "H", "H", "H", "H", "H", "H", "H", "H", "H", "H", "H", "H", "H", "H", "H", "H", "H", "C", "C", "C", "C", "C", "C", "S", "H", "H", "H", "H", "H", "H", "C", "N", "C", "C", "O", "N", "C", "C", "H", "H", "H", "H", "H", "H", "H", "H", "H", "H", "H", "H"], "coordinates": [[-0.4087, -0.5172, -0.2646], [0.4433, -0.5689, -2.9204], [1.6068, -2.2390, 0.8053], [1.7903, 1.2817, -0.2172], [-1.9238, 0.4828, 1.9171], [-1.4575, 1.2501, 1.2739], [-1.9047, 1.4922, -0.0129], [-2.7848, 0.9608, -0.4263], [-0.7064, -1.5400, -3.9666], [2.0028, -1.3361, -3.5132], [0.3570, 1.0016, -3.8405], [1.7474, -2.1420, 2.6408], [1.3323, -4.0455, 0.6056], [3.3601, -2.1826, 0.2607], [1.1985, 2.9942, -0.5293], [3.3234, 1.2906, -1.2117], [2.5099, 1.3848, 1.4631], [-0.8843, 1.9971, 1.8384], [-1.6541, 2.4108, -0.5582], [-1.7423, -1.2040, -3.8564], [-0.6555, -2.6088, -3.7052], [-0.3760, -1.3882, -5.0061], [2.0785, -2.3505, -3.0988], [2.8906, -0.7621, -3.2089], [1.9452, -1.4018, -4.6092], [-0.5790, 1.5124, -3.5851], [0.3474, 0.7659, -4.9102], [1.1970, 1.6611, -3.5983], [2.4967, -2.8548, 3.0175], [0.7709, -2.3932, 3.0808], [2.0148, -1.1240, 2.9518], [2.2684, -4.5904, 0.8072], [1.0156, -4.2453, -0.4277], [0.5601, -4.4070, 1.2981], [3.8743, -3.0924, 0.6021], [3.8800, -1.3012, 0.6529], [3.3944, -2.1551, -0.8371], [2.0304, 3.7067, -0.4225], [0.4108, 3.2804, 0.1791], [0.8043, 3.0654, -1.5514], [3.9920, 2.0726, -0.8250], [3.1006, 1.5118, -2.2604], [3.8428, 0.3275, -1.1375], [3.2324, 2.2152, 1.5076], [3.0274, 0.4629, 1.7498], [1.7048, 1.5704, 2.1858], [1.1893, 5.5439, 3.6787], [1.7879, 5.6838, 4.9507], [1.2563, 6.5917, 5.8711], [0.1855, 7.4270, 5.5180], [-0.3081, 7.3932, 4.2025], [0.2225, 6.4930, 3.2749], [1.6984, 4.3424, 2.5170], [1.5850, 3.1065, 3.1416], [2.6684, 5.0854, 5.1804], [1.6756, 6.6590, 6.8729], [-0.2545, 8.1149, 6.2453], [-1.1087, 8.0670, 3.8893], [-0.0952, 6.5051, 2.2278], [-4.1781, -1.3104, -2.3620], [-3.6479, -2.6606, -2.1181], [-3.8801, -3.6479, -3.1843], [-2.8021, -2.8596, -1.0867], [-2.0474, -1.8743, -0.7053], [-2.6967, -4.0225, -0.4030], [-3.3195, -5.2884, -0.7477], [-2.1510, -4.0302, 0.9531], [-5.0698, -1.4238, -2.9925], [-3.4504, -0.6523, -2.8676], [-4.4812, -0.8454, -1.4150], [-2.9883, -4.2643, -3.3578], [-4.7497, -4.2799, -2.9570], [-4.0930, -3.0961, -4.1056], [-2.6370, -6.1037, -0.4687], [-4.2752, -5.4396, -0.2191], [-3.4888, -5.3402, -1.8129], [-1.3636, -4.7851, 1.0410], [-1.7274, -3.0585, 1.2123], [-2.9296, -4.2789, 1.6899]], "mulliken_charge": [-0.229, 1.183, 0.974, 1.795, 0.468, -0.585, -0.456, 0.391, -1.322, -1.317, -1.299, -1.273, -1.134, -1.225, -1.388, -1.432, -1.286, 0.296, 0.322, 0.249, 0.335, 0.619, 0.365, 0.329, 0.489, 0.384, 0.476, 0.332, 0.422, 0.404, 0.323, 0.547, 0.398, 0.210, 0.532, 0.375, 0.291, 0.491, 0.268, 0.309, 0.541, 0.433, 0.311, 0.651, 0.177, -0.043, 0.582, -0.344, -0.490, -0.440, -0.486, -0.433, -0.264, 0.117, 0.379, 0.362, 0.388, 0.361, 0.324, -0.995, 0.224, -1.461, 0.630, -0.814, 0.268, -1.010, -0.998, 0.489, 0.246, 0.346, 0.486, 0.399, 0.489, 0.360, 0.375, 0.348, 0.225, 0.256, 0.385], "gap_ev": 3.8, "e_homo_ha": -0.526, "total_energy_ev": -68357.72123, "fmax_ev_per_a": 2.77, "molar_mass_g_mol": 571.542, "charge": 3, "e_above_lowest_ev": 0.000}

=====

[3]
{"formula": "C9H14NO2", "method": "the ωB97M-V functional and the def2-TZVPD basis", "species": ["C", "C", "C", "C", "C", "C", "C", "C", "C", "N", "O", "O", "H", "H", "H", "H", "H", "H", "H", "H", "H", "H", "H", "H", "H", "H"], "coordinates": [[1.6654, -1.5411, -0.5661], [0.2276, -1.5483, -0.6765], [2.3278, -0.5218, 0.0769], [-0.3239, 1.1182, -1.1748], [-1.5067, 0.8911, -0.3582], [0.9745, 1.6866, -0.3766], [-1.8518, -0.6368, 0.1980], [1.7946, 0.8606, 0.5432], [-2.6165, -0.6768, 1.4851], [-0.4706, -1.0972, 0.3574], [3.6798, -0.6958, 0.1318], [2.4694, 1.3265, 1.4157], [2.1216, -2.2267, -1.2245], [-0.1310, -1.8744, -1.6137], [0.0849, 0.2148, -1.6951], [-0.3872, 1.9638, -1.8443], [-1.5829, 1.6018, 0.4885], [-2.4527, 1.1781, -1.0116], [1.6873, 2.0188, -1.1310], [0.7503, 2.6060, 0.2333], [-2.3222, -1.3087, -0.4209], [-2.5103, -1.7766, 1.6706], [-3.6560, -0.5406, 1.3204], [-2.2374, -0.1326, 2.3820], [0.0846, -1.0356, 1.1937], [4.1812, 0.1467, 0.5969]], "mulliken_charge": [-0.706, -0.220, 0.617, -0.372, -0.714, -0.733, 0.159, 0.186, -1.454, -0.093, -0.497, -0.545, 0.413, 0.494, 0.235, 0.361, 0.402, 0.334, 0.409, 0.384, 0.319, 0.396, 0.397, 0.358, 0.430, 0.439], "gap_ev": 8.7, "e_homo_ha": -0.500, "total_energy_ev": -15135.90735, "fmax_ev_per_a": 5.66, "molar_mass_g_mol": 168.216, "charge": 1, "e_above_lowest_ev": 1.418}

=====

[4]
{"formula": "C18H23F9N6O5PtS2", "method": "the ωB97M-V functional and the def2-TZVPD basis", "species": ["Pt", "N", "C", "C", "C", "N", "C", "C", "N", "C", "H", "H", "H", "H", "H", "H", "H", "H", "H", "H", "H", "H", "H", "H", "H", "H", "O", "C", "C", "C", "C", "C", "C", "C", "N", "C", "C", "N", "H", "H", "H", "H", "H", "H", "H", "F", "C", "F", "F", "F", "C", "F", "F", "S", "O", "O", "N", "S", "O", "O", "C", "F", "F", "F"], "coordinates": [[0.1265, 0.6857, 0.8437], [-1.5864, 1.5253, -3.4617], [-2.7801, 0.6588, -3.4158], [-3.4433, 0.7746, -2.0410], [-2.6001, 0.2076, -0.8913], [-1.5081, 1.1505, -0.5134], [-2.0807, -1.1861, -1.2188], [-1.4624, -1.3632, -2.6000], [-0.0687, -0.7576, -2.6572], [-2.3350, -0.7750, -3.7002], [-1.8369, 2.4843, -3.2328], [-1.2211, 1.5758, -4.4098], [-0.1248, 0.2749, -2.7835], [-3.5181, 0.9413, -4.1742], [-4.3869, 0.2239, -2.0636], [-3.7146, 1.8140, -1.8415], [-3.2295, 0.1178, -0.0044], [-1.9111, 1.9931, -0.1004], [-1.0488, 1.4966, -1.3627], [-2.9455, -1.8544, -1.2003], [-1.4100, -1.5440, -0.4365], [-1.3034, -2.4279, -2.7790], [0.4497, -1.1286, -3.4553], [0.4738, -0.9692, -1.8115], [-3.2134, -1.4204, -3.7791], [-1.8367, -0.8379, -4.6701], [0.6440, -1.3385, 0.3515], [1.0203, -2.1843, 1.2249], [2.0493, -3.1182, 0.8732], [2.5600, -3.9572, 1.8154], [2.0487, -3.9298, 3.1299], [0.9929, -3.0905, 3.4787], [0.4308, -2.2318, 2.5550], [-0.7842, -1.4828, 2.8541], [-1.3414, -0.5169, 2.1235], [-2.4693, -0.1154, 2.7864], [-2.6131, -0.8590, 3.9194], [-1.5472, -1.7116, 3.9466], [2.4496, -3.0591, -0.1264], [3.3698, -4.6312, 1.5768], [2.4764, -4.5830, 3.8767], [0.6251, -3.1328, 4.4940], [-3.0959, 0.6831, 2.4317], [-3.3638, -0.8627, 4.6883], [-1.3880, -2.4120, 4.6533], [1.1976, 2.7463, 2.8278], [0.2033, 1.8925, 2.8276], [-0.9580, 2.5363, 2.8996], [0.3136, 1.0639, 3.8660], [1.8227, 5.2167, -1.2726], [2.5524, 4.1218, -1.2454], [3.1132, 3.9275, -2.4190], [3.4658, 4.2034, -0.2940], [1.4244, 2.6770, -0.8359], [1.0725, 2.0242, -2.0707], [0.3206, 3.2040, -0.0527], [2.2042, 1.7147, 0.1743], [3.4572, 0.8357, -0.4241], [3.0524, -0.5348, -0.5302], [4.0793, 1.5095, -1.5093], [4.5801, 0.9333, 1.0363], [5.6771, 0.2496, 0.7267], [4.8816, 2.1822, 1.3136], [3.9914, 0.3699, 2.0894]], "mulliken_charge": [3.207, -0.559, 0.297, -1.666, 0.332, -1.096, -0.818, 0.163, 0.305, -1.633, 0.259, 0.282, 0.165, 0.380, 0.531, 0.444, 0.422, 0.462, 0.080, 0.584, -0.125, 0.487, 0.481, -0.168, 0.504, 0.463, -0.358, 0.438, -0.720, -0.725, -0.788, -1.295, 0.821, 0.214, 0.381, -0.556, -0.964, -0.044, 0.503, 0.502, 0.458, 0.481, 0.486, 0.463, 0.181, -0.144, 0.294, -0.212, -0.193, -0.177, 0.569, -0.165, -0.175, 0.872, -0.614, -0.634, -0.364, 0.693, -0.509, -0.561, 0.651, -0.201, -0.182, -0.206], "multiplicity": 5, "gap_ev": [8.4, 6.0], "e_homo_ha": [-0.521, -0.553], "total_energy_ev": -87573.98495, "fmax_ev_per_a": 0.69, "molar_mass_g_mol": 833.613, "charge": 2, "e_above_lowest_ev": 0.421}

=====

[5]
{"formula": "C18H27N3O4S", "method": "the ωB97M-V functional and the def2-TZVPD basis", "species": ["O", "C", "N", "C", "C", "C", "C", "C", "C", "H", "S", "O", "O", "N", "C", "H", "C", "H", "C", "H", "C", "C", "H", "C", "H", "H", "H", "H", "H", "H", "H", "H", "H", "H", "H", "H", "C", "N", "C", "C", "O", "C", "C", "H", "H", "H", "H", "H", "H", "H", "H", "H", "H"], "coordinates": [[2.2712, -0.1469, 0.2588], [2.0678, -1.2226, 0.7693], [0.8825, -1.8919, 0.7672], [-0.3345, -1.4778, 0.2323], [-1.5107, -2.0596, 0.7071], [-2.7408, -1.6668, 0.2119], [-2.8172, -0.6819, -0.7604], [-1.6473, -0.1247, -1.2370], [-0.4087, -0.5097, -0.7672], [0.4815, -0.0664, -1.1811], [-1.7499, 1.1427, -2.4998], [-2.9786, 0.9717, -3.2205], [-0.5331, 1.1282, -3.2660], [-1.9318, 2.5146, -1.5568], [-2.6197, 3.6098, -2.2031], [-3.1467, 4.1795, -1.4283], [-1.7250, 4.5479, -3.0186], [-2.3804, 5.1705, -3.6319], [-0.8639, 5.4533, -2.1353], [-1.4507, 5.7322, -1.2564], [0.4702, 4.8414, -1.6904], [0.4371, 3.3370, -1.4056], [1.3057, 3.0813, -0.7958], [-0.8244, 2.8493, -0.6854], [-1.1809, 3.6012, 0.0250], [-0.5915, 1.9414, -0.1241], [0.5219, 2.7762, -2.3353], [0.8026, 5.3724, -0.7946], [1.2203, 5.0155, -2.4645], [-0.6453, 6.3780, -2.6744], [-1.1021, 3.9564, -3.6899], [-3.3595, 3.1422, -2.8543], [-3.7565, -0.3508, -1.1710], [-3.6412, -2.1278, 0.5883], [-1.4531, -2.8246, 1.4685], [0.8781, -2.7216, 1.3535], [3.1521, -2.0180, 1.4955], [2.5860, -2.8269, 2.5600], [3.4580, -3.9128, 2.9829], [2.7223, -4.7527, 4.0285], [2.3461, -3.9776, 5.1413], [1.5274, -2.9038, 4.7460], [2.2317, -2.0171, 3.7190], [1.5656, -1.2110, 3.4042], [3.1287, -1.5719, 4.1808], [1.3014, -2.3398, 5.6519], [0.5903, -3.2884, 4.3133], [3.3684, -5.5444, 4.4102], [1.8290, -5.2015, 3.5668], [3.6966, -4.5348, 2.1177], [4.3962, -3.5323, 3.4189], [3.6107, -2.6806, 0.7549], [3.9251, -1.3168, 1.8448]], "mulliken_charge": [-0.635, 0.472, -0.072, 0.513, -0.480, -0.928, -0.663, -0.254, -0.066, 0.562, 1.372, -0.795, -0.689, 0.169, -1.016, 0.414, -0.454, 0.385, -0.666, 0.294, -0.908, -0.262, 0.488, -1.081, 0.495, 0.360, 0.257, 0.300, 0.366, 0.361, 0.286, 0.434, 0.505, 0.384, 0.425, 0.205, -0.839, 0.048, -0.599, -0.652, -0.377, -0.619, -0.506, 0.338, 0.357, 0.348, 0.288, 0.360, 0.318, 0.412, 0.314, 0.392, 0.339], "gap_ev": 9.4, "e_homo_ha": -0.325, "total_energy_ev": -42599.50540, "fmax_ev_per_a": 1.03, "molar_mass_g_mol": 381.498, "e_above_lowest_ev": 1.928}

=====

[6]
{"formula": "C2H4ClFN2", "method": "the ωB97M-V functional and the def2-TZVPD basis", "species": ["C", "C", "H", "H", "H", "H", "N", "N", "F", "Cl"], "coordinates": [[0.4697, 0.7491, 0.6178], [0.1215, -0.5968, 0.0162], [-0.7133, 1.8638, 1.9260], [-1.4342, 0.2758, 1.8171], [2.4131, 0.6910, 0.1131], [-0.1808, -1.2919, 0.7636], [-0.4509, 0.9951, 1.6401], [1.6001, 1.1965, 0.6490], [1.1988, -0.9140, -0.6209], [-1.3215, -0.5628, -1.1094]], "mulliken_charge": [0.557, 0.016, 0.226, 0.246, 0.294, 0.276, -0.513, -0.682, -0.236, -0.184], "gap_ev": 10.3, "e_homo_ha": -0.358, "total_energy_ev": -20357.06512, "fmax_ev_per_a": 6.06, "molar_mass_g_mol": 110.519, "e_above_lowest_ev": 1.808}

=====

[7]
{"formula": "C9H27BCuNO3", "method": "the ωB97M-V functional and the def2-TZVPD basis", "species": ["Cu", "B", "H", "H", "H", "H", "C", "O", "C", "C", "N", "C", "C", "O", "C", "H", "H", "H", "H", "H", "H", "H", "H", "H", "H", "H", "H", "H", "H", "H", "C", "C", "C", "O", "H", "H", "H", "H", "H", "H", "H", "H"], "coordinates": [[0.6295, -0.3699, -0.2798], [2.9711, -4.0247, -0.4713], [3.0676, -3.2705, -1.2369], [2.1374, -4.6673, -0.7085], [3.8713, -4.6176, -0.4224], [2.8241, -3.5863, 0.5036], [-2.3813, -1.6624, -1.9249], [-1.3244, -0.8283, -2.3397], [-1.7176, -0.1517, -3.5409], [-0.6340, 0.8665, -3.9346], [-0.4825, 1.9131, -2.9427], [0.5959, 2.9113, -3.1705], [2.0070, 2.3466, -3.0781], [2.2127, 1.6481, -1.8268], [3.5159, 1.3842, -1.5317], [-2.0845, -1.8540, -0.8937], [-2.5418, -2.5518, -2.5342], [-3.3377, -1.1523, -1.8095], [-2.6414, 0.4220, -3.4658], [-1.9520, -0.8647, -4.3314], [-0.9349, 1.2734, -4.9000], [0.3166, 0.3531, -4.0793], [-1.3483, 2.4331, -2.9429], [0.4059, 3.6306, -2.3738], [0.3960, 3.4556, -4.0934], [2.6617, 3.2169, -3.1263], [2.2831, 1.7817, -3.9684], [4.0903, 1.1514, -2.4284], [3.5371, 0.4415, -0.9850], [4.0672, 2.0597, -0.8776], [-2.9038, -0.3687, 5.2341], [-1.5346, 0.2932, 5.5035], [-0.9599, 0.0511, 6.8807], [-0.6866, -0.3089, 4.5136], [-3.3341, -0.0598, 4.2814], [-3.6690, -0.1613, 5.9822], [-2.8767, -1.4567, 5.2936], [-1.6966, 1.3627, 5.3697], [-0.6337, -0.9884, 6.9143], [-1.5705, 0.2612, 7.7588], [-0.1069, 0.7157, 7.0179], [-0.2376, -1.0274, 4.9649]], "mulliken_charge": [0.820, -0.070, -0.271, -0.167, -0.149, -0.227, -0.765, -0.199, -0.761, -0.621, -0.213, -0.953, -0.484, -0.266, -0.754, 0.191, 0.308, 0.361, 0.364, 0.434, 0.364, 0.358, 0.249, 0.364, 0.404, 0.448, 0.391, 0.329, 0.232, 0.287, -1.223, 0.507, -1.280, -0.496, 0.305, 0.372, 0.295, 0.201, 0.358, 0.341, 0.312, 0.304], "gap_ev": 4.8, "e_homo_ha": -0.269, "total_energy_ev": -62710.74725, "fmax_ev_per_a": 4.72, "molar_mass_g_mol": 271.677, "e_above_lowest_ev": 5.845}

=====

[8]
{"formula": "C4H4N2O", "method": "the ωB97M-V functional and the def2-TZVPD basis", "species": ["C", "C", "C", "C", "H", "H", "H", "H", "N", "N", "O"], "coordinates": [[1.5854, 0.4840, 0.7743], [0.4668, 0.1446, -0.0283], [-1.3524, 0.3289, -1.1685], [-1.3097, -1.0344, -0.3271], [1.8955, 1.4941, 0.6353], [0.9679, 0.3785, 1.8122], [2.3647, -0.4304, 0.8918], [-2.1183, -1.7276, 0.0193], [-0.1042, 0.9458, -0.8684], [-0.2348, -1.0600, 0.2746], [-2.1609, 0.4765, -2.0152]], "mulliken_charge": [-0.787, 0.636, 0.427, -0.008, 0.314, 0.225, 0.295, 0.349, -0.565, -0.461, -0.426], "gap_ev": 9.0, "e_homo_ha": -0.368, "total_energy_ev": -9238.46876, "fmax_ev_per_a": 4.84, "molar_mass_g_mol": 96.089, "e_above_lowest_ev": 2.019}